C46H38BN18O4Zr as an isolated structure at a distorted geometry, computed with the ωB97M-V functional and the def2-TZVPD basis.

Structure (ORCA input):
```
! RIJCOSX wB97M-V def2-TZVPD def2/J DEFGRID3
* xyz 2 2
Zr 0.259 -1.179 -0.054
C 2.477 -5.260 -0.052
C 1.909 -4.248 -0.818
N 1.809 -3.112 -0.123
N 2.365 -3.376 1.096
C 2.737 -4.665 1.163
B 2.629 -2.216 2.100
N 1.278 -1.968 2.843
C 0.930 -2.239 4.107
C -0.452 -2.234 4.200
C -0.887 -1.948 2.915
N 0.158 -1.777 2.099
N 3.074 -0.983 1.221
C 4.287 -0.411 1.271
C 4.453 0.382 0.151
C 3.270 0.235 -0.561
N 2.438 -0.583 0.087
N 3.737 -2.493 3.075
C 4.919 -3.160 2.917
C 5.710 -2.865 3.989
C 4.929 -1.982 4.768
N 3.753 -1.745 4.217
H 2.682 -6.276 -0.349
H 1.574 -4.307 -1.840
H 3.158 -5.076 2.066
H 1.684 -2.415 4.858
H -1.049 -2.415 5.079
H -1.895 -1.845 2.543
H 4.961 -0.601 2.093
H 5.319 0.964 -0.119
H 2.993 0.690 -1.498
H 5.133 -3.759 2.047
H 6.704 -3.231 4.193
H 5.181 -1.511 5.708
O -2.289 -4.716 1.273
C -2.303 -5.378 0.126
C -2.968 -6.603 0.104
C -2.994 -7.339 -1.053
C -2.365 -6.889 -2.240
C -1.724 -5.693 -2.247
C -1.673 -4.892 -1.068
C -1.017 -3.640 -1.073
O -0.952 -2.898 -0.019
N -0.447 -3.225 -2.242
N 0.066 -2.006 -2.119
C 0.645 -1.534 -3.235
C 1.025 -0.211 -3.402
C 1.633 0.182 -4.637
C 1.883 1.487 -4.897
C 1.508 2.470 -3.941
C 0.920 2.138 -2.747
C 0.695 0.792 -2.423
O 0.195 0.475 -1.269
H -1.769 -3.899 1.170
H -3.443 -6.947 1.013
H -3.509 -8.292 -1.057
H -2.399 -7.496 -3.134
H -1.247 -5.327 -3.143
H 0.756 -2.225 -4.065
H 1.877 -0.582 -5.367
H 2.343 1.784 -5.830
H 1.688 3.514 -4.164
H 0.629 2.893 -2.024
C -5.244 1.281 0.261
N -4.059 0.458 -0.029
C -2.915 0.362 0.632
N -2.076 -0.421 -0.033
C -2.804 -0.769 -1.143
N -4.003 -0.256 -1.174
C -5.292 2.481 -0.654
C -6.394 2.725 -1.459
C -6.395 3.812 -2.326
C -5.291 4.642 -2.414
C -4.185 4.394 -1.607
C -4.196 3.326 -0.722
C -2.991 5.232 -1.700
N -2.731 6.212 -2.490
N -1.441 6.641 -2.169
C -1.039 5.884 -1.211
O -1.962 4.958 -0.860
C 0.227 5.893 -0.482
C 1.219 6.816 -0.802
C 2.408 6.805 -0.090
C 2.611 5.882 0.928
C 1.618 4.966 1.252
C 1.830 4.001 2.396
N 1.095 2.745 2.214
C 1.210 1.877 1.220
N 0.381 0.861 1.411
C -0.241 1.195 2.583
N 0.155 2.333 3.094
C 0.426 4.976 0.544
H -5.189 1.566 1.310
H -6.114 0.649 0.114
H -2.722 0.860 1.569
H -2.452 -1.405 -1.938
H -7.252 2.063 -1.420
H -7.260 4.001 -2.948
H -5.273 5.480 -3.099
H -3.328 3.151 -0.096
H 1.044 7.530 -1.597
H 3.184 7.521 -0.329
H 3.546 5.882 1.477
H 1.479 4.413 3.339
H 2.888 3.770 2.505
H 1.884 2.014 0.393
H -0.974 0.578 3.076
H -0.369 4.284 0.794
*
```

## Properties
E_LUMO (alpha / beta) (Eh): -0.2170 / -0.3676
HOMO energy (alpha / beta) (hartree): -0.418 / -0.418
<S²>: 0.78
HOMO-LUMO gap (alpha / beta) (eV): 5.474 / 1.378

***

C46H38BrClO7P2S2SiTa as an isolated structure at a distorted geometry, computed with the ωB97M-V functional and the def2-TZVPD basis.

Structure (ORCA input):
```
! RIJCOSX wB97M-V def2-TZVPD def2/J DEFGRID3
* xyz 1 1
Ta -1.070 -0.390 1.796
C -0.441 3.193 2.281
Si 0.087 1.873 1.055
C 2.020 1.977 0.959
C 2.526 3.017 1.740
C 3.883 3.264 1.915
C 4.815 2.445 1.319
C 4.367 1.409 0.517
C 3.003 1.185 0.306
P 2.677 -0.250 -0.697
C 4.115 -0.713 -1.658
C 4.787 0.228 -2.439
C 5.800 -0.178 -3.287
C 6.142 -1.522 -3.371
C 5.464 -2.462 -2.614
C 4.444 -2.062 -1.761
C 1.387 -0.071 -1.900
C 0.684 -1.186 -2.353
C -0.020 -1.106 -3.540
C -0.021 0.074 -4.273
C 0.663 1.190 -3.814
C 1.380 1.116 -2.632
C -0.593 2.481 -0.604
C -0.010 3.607 -1.202
C -0.590 4.223 -2.295
C -1.795 3.743 -2.799
C -2.397 2.648 -2.213
C -1.785 1.994 -1.139
P -2.634 0.678 -0.213
C -4.058 1.609 0.444
C -3.854 2.915 0.884
C -4.896 3.639 1.437
C -6.156 3.069 1.551
C -6.368 1.775 1.102
C -5.323 1.046 0.552
C -3.324 -0.531 -1.396
C -4.038 -1.646 -0.949
C -4.540 -2.572 -1.847
C -4.335 -2.415 -3.210
C -3.611 -1.326 -3.665
C -3.106 -0.398 -2.766
H -0.306 4.195 1.872
H 0.105 3.092 3.217
H -1.492 3.071 2.545
H 1.845 3.670 2.261
H 4.196 4.090 2.539
H 5.875 2.597 1.469
H 5.103 0.764 0.062
H 4.529 1.278 -2.388
H 6.325 0.554 -3.884
H 6.937 -1.835 -4.033
H 5.721 -3.509 -2.684
H 3.909 -2.804 -1.187
H 0.704 -2.120 -1.805
H -0.568 -1.967 -3.895
H -0.564 0.125 -5.207
H 0.649 2.111 -4.379
H 1.935 1.977 -2.285
H 0.906 4.016 -0.791
H -0.125 5.093 -2.738
H -2.276 4.243 -3.628
H -3.366 2.323 -2.571
H -2.882 3.383 0.790
H -4.723 4.651 1.777
H -6.971 3.635 1.981
H -7.348 1.325 1.177
H -5.516 0.041 0.205
H -4.209 -1.814 0.102
H -5.095 -3.422 -1.475
H -4.734 -3.138 -3.908
H -3.432 -1.191 -4.724
H -2.531 0.429 -3.147
C 2.010 -1.605 5.811
O 1.135 -0.493 6.000
C 0.477 0.076 4.998
S -0.523 1.319 5.307
S 0.809 -0.609 3.408
H 2.381 -1.827 6.807
H 2.836 -1.342 5.150
H 1.462 -2.458 5.409
O -4.380 -0.305 4.086
Cl -3.247 -0.465 3.300
O -2.166 -1.283 3.839
O -2.545 0.809 2.957
O -3.468 -1.076 1.965
Br -1.583 -3.659 1.363
C 0.198 -4.310 1.303
C 0.341 -5.648 1.633
C 1.585 -6.259 1.602
C 2.698 -5.508 1.254
C 2.566 -4.174 0.941
C 1.311 -3.523 0.945
C 1.257 -2.136 0.627
O 2.443 -1.510 0.232
O 0.254 -1.367 0.842
H -0.534 -6.218 1.907
H 1.676 -7.306 1.851
H 3.678 -5.964 1.246
H 3.449 -3.590 0.729
*
```

## Properties
E_LUMO (alpha / beta) (Eh): -0.1117 / -0.1117
HOMO energy (alpha / beta) (hartree): -0.312 / -0.312
HOMO-LUMO gap (alpha / beta) (eV): 5.459 / 5.459

***

A 3-piece molecular cluster, C46H38IN4O6P overall at a distorted geometry, computed with the ωB97M-V functional and the def2-TZVPD basis.

Structure (ORCA input):
```
! RIJCOSX wB97M-V def2-TZVPD def2/J DEFGRID3
* xyz 0 1
C 4.708 4.645 -1.289
C 3.994 3.594 -1.945
C 4.281 3.118 -3.468
O 4.586 4.024 -4.295
O 4.218 1.727 -3.762
C 4.040 1.469 -5.182
C 2.584 1.824 -5.759
C 1.414 0.796 -5.246
C 1.105 1.192 -3.715
C -0.413 0.953 -3.234
C -1.548 1.539 -4.217
C -2.632 2.509 -3.517
C -3.149 1.935 -2.084
N -3.344 1.183 -1.146
P -4.204 2.435 -4.640
N -5.563 2.742 -3.802
C -2.120 4.025 -3.238
I -1.447 4.100 -1.140
C -3.380 5.054 -3.307
N -4.246 5.902 -3.421
C -1.040 4.582 -4.280
C -1.562 4.959 -5.723
C -0.491 5.495 -6.757
C 0.972 5.631 -6.228
N 1.473 5.312 -4.921
C 0.484 4.791 -4.018
H 4.103 5.294 -0.548
H 5.836 4.790 -1.446
H 3.152 3.086 -1.351
H 4.197 0.328 -5.329
H 4.876 1.983 -5.796
H 2.294 2.864 -5.326
H 2.577 1.954 -6.906
H 0.505 0.774 -5.940
H 1.915 -0.253 -5.290
H 1.765 0.493 -3.059
H 1.418 2.260 -3.442
H -0.481 1.333 -2.146
H -0.556 -0.198 -3.162
H -1.090 1.998 -5.183
H -2.149 0.617 -4.598
H -4.342 1.067 -5.111
H -4.065 3.328 -5.751
H -5.984 3.565 -4.290
H -2.646 4.882 -6.069
H -0.855 5.745 -7.809
H 1.749 6.030 -6.991
H 0.861 4.489 -2.964
O -1.251 -5.643 2.396
C -0.792 -5.053 1.431
C -1.023 -3.602 1.259
C -1.754 -2.900 2.220
C -1.941 -1.528 2.086
C -1.400 -0.853 0.994
C -0.686 -1.552 0.027
C -0.502 -2.929 0.154
C 0.244 -3.666 -0.890
O 0.653 -3.088 -1.884
C 0.492 -5.114 -0.708
C 1.225 -5.814 -1.669
C 1.491 -7.167 -1.490
C 1.028 -7.826 -0.353
C 0.285 -7.134 0.599
C 0.011 -5.777 0.421
H -2.174 -3.419 3.076
H -2.506 -0.983 2.836
H -1.535 0.220 0.896
H -0.271 -1.020 -0.825
H 1.592 -5.305 -2.555
H 2.065 -7.709 -2.236
H 1.245 -8.880 -0.209
H -0.075 -7.655 1.482
O -2.323 -2.135 9.585
C -1.376 -1.880 8.861
C -1.052 -2.752 7.710
C -1.852 -3.864 7.441
C -1.579 -4.667 6.338
C -0.508 -4.362 5.500
C 0.302 -3.265 5.776
C 0.035 -2.461 6.885
C 0.912 -1.307 7.180
O 1.894 -1.084 6.491
C 0.578 -0.423 8.319
C 1.377 0.690 8.586
C 1.051 1.546 9.633
C -0.073 1.294 10.416
C -0.864 0.177 10.162
C -0.537 -0.687 9.115
H -2.692 -4.104 8.086
H -2.205 -5.529 6.127
H -0.303 -4.982 4.632
H 1.138 -3.036 5.122
H 2.252 0.895 7.976
H 1.672 2.413 9.836
H -0.332 1.967 11.228
H -1.737 -0.015 10.779
*
```

## Properties
E_LUMO (Eh): -0.0405
HOMO energy (hartree): -0.327
SMILES: C=CC(=O)OCCCCCC[C@](C#N)([PH2]=N)[C@](I)(C#N)c1cccnc1.O=C1c2ccccc2C(=O)c2ccccc21.O=C1c2ccccc2C(=O)c2ccccc21
HOMO-LUMO gap (eV): 7.784